(1)
ORCA calculation (ωB97M-V with the def2-TZVPD basis set) on C5H7ClO3 as an isolated structure at a distorted geometry.

Summary:
Multiplicity: 1
ΔE to the lowest compared entry with this formula, charge and spin, kcal per mole: 97.99
HOMO energy, eV: -9.7

Element x y z (Å)
1 C 0.86308 3.01216 -0.78647
2 C 0.08705 0.76225 -0.85739
3 C -0.73967 -0.29755 -0.12484
4 C -0.25603 -1.30701 0.48427
5 C -1.03179 -2.31616 1.21723
6 H 1.88241 2.63217 -0.90448
7 H 0.30824 3.25826 -1.91637
8 H 0.65417 3.79375 -0.04628
9 H -1.55893 0.04313 -0.16520
10 H 1.37451 -2.57132 0.62548
11 H -0.77653 -2.06423 2.50818
12 H -1.99604 -2.16264 0.84315
13 O 0.16025 1.99896 -0.09693
14 O 0.57978 0.69018 -1.96967
15 O 1.09758 -1.47768 0.38536
16 Cl -0.64808 -3.99428 0.80396

Atom charges from the natural (NBO) analysis, given in e for atoms 1 to 8: number 1, C, carries -0.2627; number 2, C, carries 0.7890; number 3, C, carries -0.3584; number 4, C, carries 0.3199; number 5, C, carries -0.4215; number 6, H, carries 0.1981; number 7, H, carries 0.1807; number 8, H, carries 0.2029

=====

(2)
ORCA calculation (ωB97M-V with the def2-TZVPD basis set) on C5H7ClS2 in the gas phase at a distorted geometry.

Summary:
Multiplicity: 1
ΔE to the lowest compared entry with this formula, charge and spin, kcal per mole: 26.01
HOMO energy, eV: -9.0
SMILES: S=C1[C@@H](CS)C[C@H]1Cl

Element x y z (Å)
1 S 0.61524 2.35640 -0.89228
2 C 0.68614 0.97506 -0.16439
3 C -0.33453 0.22810 0.58573
4 C -1.79921 0.24070 0.12804
5 S -1.98521 -0.63933 -1.44836
6 C 0.51557 -0.99648 0.41459
7 C 1.77622 -0.07329 0.12188
8 Cl 2.87554 -0.63097 -1.13219
9 H -0.29562 0.53370 1.62102
10 H -2.38966 -0.25860 0.88542
11 H -2.15305 1.28004 -0.00401
12 H -0.91615 0.03441 -1.95777
13 H 0.64460 -1.64896 1.24335
14 H 0.44853 -1.57000 -0.47757
15 H 2.31158 0.16922 1.07654

Atom charges from the natural (NBO) analysis, given in e for atoms 1 to 8: number 1, S, carries 0.1526; number 2, C, carries -0.0945; number 3, C, carries -0.3459; number 4, C, carries -0.5084; number 5, S, carries -0.0321; number 6, C, carries -0.3953; number 7, C, carries -0.2853; number 8, Cl, carries -0.0105

=====

(3)
ORCA calculation (ωB97M-V with the def2-TZVPD basis set) on C5H7ClS2 in the gas phase at a distorted geometry.

Summary:
Multiplicity: 1
ΔE to the lowest compared entry with this formula, charge and spin, kcal per mole: 23.46
HOMO energy, eV: -8.9
SMILES: CS/C(C=S)=C\CCl

Element x y z (Å)
1 C -1.72827 1.69663 0.02108
2 S -0.47044 1.03183 -1.08377
3 C -0.14368 -0.52752 -0.31648
4 C -1.23194 -1.54497 -0.21344
5 S -2.74982 -1.51786 -0.75260
6 C 1.06138 -0.83082 0.21269
7 C 2.32352 -0.01371 0.15860
8 Cl 3.62446 -0.69587 -0.87027
9 H -2.14138 2.65611 -0.23139
10 H -2.51734 0.98902 0.20172
11 H -1.24879 1.81486 1.01309
12 H -0.81684 -2.38396 0.35021
13 H 1.16889 -1.81088 0.71691
14 H 2.08045 0.93054 -0.32238
15 H 2.78982 0.20659 1.11603

Atom charges from the natural (NBO) analysis, given in e for atoms 1 to 8: number 1, C, carries -0.7474; number 2, S, carries 0.2391; number 3, C, carries -0.2502; number 4, C, carries -0.2970; number 5, S, carries 0.0913; number 6, C, carries -0.1125; number 7, C, carries -0.4219; number 8, Cl, carries -0.0536

=====

(4)
ORCA calculation (ωB97M-V with the def2-TZVPD basis set) on C5H7CoO4 as an isolated structure at a distorted geometry.

Summary:
Multiplicity: 4
ΔE to the lowest compared entry with this formula, charge and spin, kcal per mole: 47.17
⟨S²⟩: 3.76
HOMO energy (spin up / spin down), eV: -12.8 / -13.4
Total charge: +1

Element x y z (Å)
1 H -2.13206 -2.61365 0.44746
2 Co 0.86248 -3.04325 -0.13674
3 O -0.25872 -2.75627 1.31191
4 O -1.41914 -0.79953 0.85094
5 C -0.35352 0.10400 0.77349
6 C -0.24389 0.68037 -0.63574
7 O -0.56937 -2.15383 -0.83562
8 C -1.12482 -2.14713 0.43552
9 H -0.54797 0.89866 1.50852
10 H 0.59358 -0.38081 1.06831
11 H 0.26633 0.02619 -1.34875
12 H -1.22394 0.98471 -1.02285
13 H 0.55725 2.53821 -1.62499
14 O 3.00423 1.81228 -0.00817
15 C 0.55443 2.08177 -0.62076
16 C 1.92197 1.96732 -0.25335
17 H 0.11315 2.80098 0.09080

Atom charges from the natural (NBO) analysis, given in e for atoms 1 to 8: number 1, H, carries 0.1507; number 2, Co, carries 1.3550; number 3, O, carries -0.8334; number 4, O, carries -0.5232; number 5, C, carries -0.0973; number 6, C, carries -0.3585; number 7, O, carries -0.8752; number 8, C, carries 0.5546